(1)
107
Properties=species:S:1:pos:R:3:forces:R:3 method="wB97M-V/def2-TZVPD" homo_energy_ev=-11.418 energy_ev=-99629.0849 largest_force_ha_per_bohr=0.1068 charge=+1 orbital_gap_ha=0.33347
C 2.14453 -4.08198 2.14958 0.399 -1.556 0.198
C 2.27077 -3.34000 1.20495 0.106 0.872 -1.111
C 2.43205 -2.48183 -0.07540 -0.606 -0.590 0.777
C 1.94535 -1.01010 0.07227 -0.115 1.693 -0.052
N 0.70344 -0.49531 0.47517 2.359 0.132 -0.779
C -0.44996 -1.30903 0.90374 -1.323 -0.844 0.698
C -1.57617 -1.50073 -0.19651 -0.501 0.210 -0.206
C -1.95107 -3.00468 -0.50302 -0.246 0.226 -0.316
C -3.30531 -3.11902 -1.33702 0.466 0.376 0.994
S -3.04383 -2.95152 -3.15764 -1.360 -2.716 -3.515
O -4.28634 -3.33069 -3.84583 1.068 1.422 1.925
O -1.94782 -3.80013 -3.62334 -0.351 2.079 1.664
O -2.71535 -1.38538 -3.61947 -0.212 -1.098 1.742
C 0.80200 0.91049 0.38187 2.161 2.788 -0.384
O -0.18751 1.86673 0.63902 1.031 -2.394 -1.031
C -0.98055 1.93511 -0.59176 -1.306 0.194 -0.749
C -1.77316 3.27806 -0.78705 -0.391 -0.384 -1.289
C -2.31431 3.22854 -2.30694 1.215 0.047 0.837
C -0.91981 4.59834 -0.66845 0.556 -0.380 0.260
C -0.80002 5.25327 0.76504 0.570 0.616 0.743
C 0.58764 4.92611 1.51873 0.019 0.822 -0.623
C -2.00291 4.99233 1.75112 -0.862 0.063 -0.777
C 2.12786 1.32440 -0.08158 -4.063 -3.437 1.353
N 2.75159 0.05897 -0.25078 -0.900 -1.033 0.470
P 4.43375 0.17316 -0.87462 2.252 1.906 -1.304
N 4.39005 -0.31338 -2.56641 -0.015 -1.253 2.610
O 5.40728 -0.92572 -0.05439 -1.406 0.531 -0.991
H 2.16466 -4.98180 2.84611 -0.202 1.973 -0.973
H 1.83967 -2.99552 -0.89495 0.600 0.665 0.875
H 3.51824 -2.51361 -0.40027 -1.308 0.292 0.497
H -0.13087 -2.34941 1.22763 0.203 1.450 -0.419
H -0.89654 -0.83350 1.83114 0.633 -0.387 -1.182
H -2.51297 -0.96928 0.16564 1.067 -0.597 -0.458
H -1.27079 -1.01341 -1.16471 -0.205 -0.392 0.945
H -1.15320 -3.49696 -1.13222 -0.687 0.398 0.854
H -2.08939 -3.58271 0.45792 0.151 0.585 -1.044
H -3.73795 -4.15805 -1.19051 0.494 1.243 -0.691
H -4.08130 -2.36595 -0.99005 0.895 -0.790 -0.535
H -3.34832 -0.78805 -3.16261 0.290 -0.368 -0.421
H -0.28587 1.73426 -1.47010 -0.810 0.425 0.928
H -1.74949 1.10065 -0.53955 0.908 0.921 -0.192
H -2.69763 3.22755 -0.15006 1.107 0.370 -0.224
H -3.07705 4.03831 -2.46866 0.662 -1.065 0.118
H -1.41121 3.46191 -2.94833 -1.135 -0.300 0.436
H -2.67913 2.19904 -2.59197 0.117 1.174 0.285
H 0.13917 4.33452 -1.00433 -1.193 0.303 0.276
H -1.27605 5.35826 -1.43460 0.136 -0.930 1.056
H -0.76610 6.37366 0.60649 -0.194 -1.452 0.063
H 0.41573 4.82817 2.62995 0.292 -0.248 -1.238
H 1.26841 5.82351 1.40276 -0.763 -1.238 0.068
H 1.13738 4.06007 1.05731 -0.771 0.504 0.746
H -1.97992 3.96272 2.21517 0.169 1.111 -0.355
H -2.08566 5.80090 2.54058 0.411 -1.089 -0.813
H -2.98707 5.04722 1.17858 1.108 -0.020 0.650
H 2.49907 2.35544 -0.27528 -0.055 -1.421 0.218
H 3.52054 0.00074 -3.00849 0.365 -0.236 0.117
H 4.49319 -1.34306 -2.61169 -0.314 0.635 -0.597
H 5.98414 -0.37063 0.51291 -0.380 -0.297 -0.229
C 5.58660 3.82853 2.42265 0.199 0.204 0.145
N 5.49534 2.43463 1.91251 0.144 0.078 0.096
O 6.43992 1.69475 2.12041 -0.407 -0.071 -0.265
O 4.47686 2.12826 1.31841 0.309 0.038 0.479
H 6.54166 3.95473 2.92554 -0.077 -0.125 -0.084
H 5.50915 4.49659 1.56699 -0.132 -0.073 0.061
H 4.76157 3.97831 3.11648 -0.033 0.001 -0.167
C 4.08140 -4.77156 -4.78805 -0.350 -0.036 -0.164
N 4.61717 -3.84363 -3.75613 0.210 -0.204 -0.111
O 3.83796 -3.03480 -3.26392 0.198 -0.336 0.028
O 5.78912 -3.95270 -3.47415 -0.477 0.226 0.066
H 3.02589 -4.55862 -4.93627 0.119 0.049 0.080
H 4.64238 -4.60106 -5.70476 0.071 -0.081 0.130
H 4.22313 -5.78621 -4.42139 0.136 0.090 -0.060
C -7.25156 -1.41583 -0.65261 -0.195 -0.094 -0.120
N -6.72611 -0.49049 0.38765 -0.086 0.161 0.146
O -7.50250 0.30051 0.87641 0.431 -0.212 -0.060
O -5.53950 -0.59771 0.67401 -0.325 0.042 -0.169
H -8.30790 -1.21160 -0.80495 0.125 0.061 0.083
H -6.68629 -1.23410 -1.56495 0.015 -0.105 0.083
H -7.10444 -2.43212 -0.29188 0.100 0.077 -0.067
C 0.16000 9.69491 3.11743 0.199 0.191 0.165
N 0.02740 8.33301 2.53295 0.287 0.086 0.181
O 0.97186 7.57122 2.66932 -0.554 0.516 -0.004
O -1.01601 8.08369 1.96296 0.293 0.126 0.224
H 1.13393 9.77837 3.59229 -0.087 -0.108 -0.079
H 0.06400 10.41159 2.30418 -0.137 -0.071 0.068
H -0.63754 9.81744 3.84758 -0.030 0.019 -0.163
C 4.41651 -7.19600 2.94755 0.225 -0.036 -0.157
N 3.59095 -7.57891 4.12444 0.188 -0.272 0.113
O 3.92989 -8.55872 4.74970 -0.309 0.395 -0.097
O 2.62386 -6.87179 4.37659 0.294 -0.140 -0.119
H 5.23210 -7.90699 2.84673 -0.128 0.024 0.100
H 3.77103 -7.22182 2.07141 0.004 0.107 0.092
H 4.79867 -6.19267 3.12717 -0.133 -0.025 -0.047
C -0.12114 -6.86061 5.09560 0.104 0.099 -0.133
N -1.57882 -6.59386 5.22966 -0.123 0.012 0.016
O -2.07783 -5.79921 4.44903 0.013 -0.205 0.231
O -2.16757 -7.18900 6.10977 0.096 0.251 -0.325
H 0.26709 -6.26463 4.27600 -0.175 -0.036 0.096
H 0.35269 -6.58087 6.03383 -0.052 -0.163 -0.038
H 0.00191 -7.92219 4.89244 0.000 0.064 0.167
C -4.84422 2.28453 -6.25637 -0.267 -0.061 -0.135
N -4.27909 3.17524 -5.20676 -0.083 0.124 0.025
O -5.03987 3.95251 -4.66157 0.371 -0.190 -0.044
O -3.08962 3.06045 -4.96877 -0.417 0.065 -0.275
H -5.90514 2.49618 -6.36047 0.124 0.054 0.083
H -4.31569 2.49451 -7.18401 0.064 -0.101 0.117
H -4.68503 1.25672 -5.93573 0.124 0.078 -0.092


(2)
94
Properties=species:S:1:pos:R:3:forces:R:3 method="wB97M-V/def2-TZVPD" homo_energy_ev=-8.320 energy_ev=-60329.0697 largest_force_ha_per_bohr=0.3538 charge=0 orbital_gap_ha=0.23089
C 34.95800 37.92000 52.72000 0.808 1.942 2.093
C 34.42100 39.32500 52.38400 -1.514 1.089 -2.155
O 33.31500 39.45600 51.90300 0.622 0.031 0.828
N 35.19900 40.61000 52.62900 -4.495 -0.468 -14.410
H 36.13700 40.43500 53.13500 -4.344 1.915 -5.227
H 35.79900 41.03000 51.70400 -1.877 -2.249 0.572
C 34.54000 41.79300 52.91300 -3.217 0.847 1.673
H 35.44100 38.18400 53.73800 -0.438 -1.629 -1.478
H 35.62600 37.49500 52.00100 1.054 0.812 -0.323
H 34.24300 37.09200 52.73500 -0.647 0.898 0.530
H 35.33700 42.57000 53.11400 -1.346 -0.484 -0.200
H 33.81800 41.60100 53.80800 1.329 0.900 -1.098
H 33.86000 41.94600 52.04800 0.339 1.051 0.579
C 42.07200 39.90100 51.62700 -0.144 0.627 -2.526
C 41.00900 40.19500 52.68300 1.096 3.696 1.165
O 40.95700 41.29700 53.28200 -0.056 -4.445 -2.132
N 40.00500 39.16100 53.01100 7.444 -2.981 -2.193
H 39.41600 39.61000 53.55300 -4.917 2.590 3.067
H 39.80300 38.75100 52.09800 -1.536 -0.096 -0.882
C 40.60200 38.06700 53.83400 2.996 -2.295 0.684
H 43.05800 40.12300 52.06500 -0.395 -0.135 -0.174
H 41.89200 40.69400 50.78900 0.322 -1.018 1.647
H 42.13000 38.96000 50.94700 -0.625 1.191 2.025
H 39.87800 37.42300 54.31900 -0.901 0.107 -0.770
H 41.19000 38.31900 54.85000 -0.759 0.420 -2.902
H 41.22900 37.36200 53.07500 -1.212 1.811 2.147
N 38.33200 38.64400 50.08400 0.177 -4.591 3.679
O 39.53200 38.84000 50.35700 1.289 0.862 -0.060
O 37.78000 37.64700 50.69200 0.408 1.158 -0.507
O 37.72200 39.27900 49.31500 -1.549 2.519 -2.890
N 37.34400 40.03800 53.75500 6.836 -0.490 3.095
O 38.25100 39.80200 54.62300 -2.553 0.166 -0.420
O 37.72900 40.16800 52.55100 -1.592 -0.179 1.583
O 36.15100 40.26700 54.09700 9.102 -3.744 15.304
C 41.84200 36.35200 50.03300 -1.328 -3.202 -0.702
C 43.23500 36.07000 49.87700 4.170 0.627 5.123
C 44.26200 37.09600 50.58900 1.166 -0.073 -6.137
O 43.48700 34.77600 50.53200 0.757 1.952 0.084
H 41.30500 35.38600 49.79500 -0.130 1.417 -0.480
H 41.46600 37.21900 49.68000 -1.223 2.511 -2.822
H 41.49900 36.53900 50.98300 0.106 -0.213 3.243
H 43.76000 36.11100 49.00900 0.057 -0.550 -3.621
H 43.89800 38.15700 50.24600 1.585 -1.888 0.302
H 45.48000 36.71400 50.34500 -3.764 1.600 0.257
H 44.21400 37.05700 51.56100 -0.529 -0.283 5.516
H 43.01200 34.23700 49.94400 -0.826 -1.975 -0.860
C 35.78100 43.90600 50.23600 -3.293 -2.253 0.432
C 36.68800 42.73700 49.88700 -1.285 0.757 -4.300
C 38.06400 42.91700 50.32900 4.682 3.260 2.013
O 36.16000 41.42700 50.31100 -0.195 4.351 1.713
H 35.89800 44.89000 49.80900 0.767 -0.058 -0.210
H 35.73400 43.91400 51.29800 0.134 0.787 1.196
H 34.68600 43.58400 49.99800 1.778 0.528 0.025
H 36.64000 42.82500 48.66500 0.449 -1.003 2.720
H 38.78200 42.17600 49.89500 -0.703 0.296 0.810
H 38.24400 43.10500 51.53100 -0.768 -1.184 -2.799
H 38.59900 44.00100 49.99600 -1.915 -2.706 0.344
H 36.30100 40.83300 49.63300 0.492 -2.437 -2.223
C 38.43100 34.38500 51.18000 -1.959 -4.125 2.000
C 37.26200 34.42700 52.16000 -1.825 0.149 -2.479
C 37.64400 34.90600 53.47300 -1.881 4.843 2.728
O 36.22200 35.24100 51.54100 -0.734 -2.573 0.846
H 38.03700 34.22500 50.22600 -0.419 -0.610 -1.543
H 39.04400 33.56300 51.54200 0.097 -0.751 -0.503
H 39.11400 35.09600 51.13000 2.372 4.269 0.200
H 36.77800 33.39000 52.23500 0.795 1.377 -0.116
H 38.37900 34.30600 53.79500 2.564 -2.555 1.766
H 36.80900 35.01900 54.29600 1.402 -0.601 -1.797
H 38.19400 35.95600 53.53700 -1.291 -1.708 -0.832
H 36.57200 36.09500 51.49100 1.069 2.095 -0.413
C 33.14100 37.31300 47.59800 -2.191 0.341 0.105
C 34.34600 37.38400 48.61100 -2.788 -0.917 -2.717
C 35.37900 36.42700 48.26300 -7.735 -6.253 14.989
O 35.00700 38.62100 48.52200 0.526 -0.105 1.072
H 32.37100 36.39500 47.36800 3.058 1.215 0.536
H 33.52700 37.80300 46.67500 -0.857 -0.408 0.368
H 32.31000 37.88300 48.09200 0.900 0.608 -0.742
H 33.87100 37.15900 49.54000 0.210 0.128 1.264
H 35.89700 36.53100 47.59200 8.788 2.338 -13.617
H 34.95900 35.35000 48.34800 0.835 1.568 -0.363
H 36.12400 36.48400 49.12200 -0.611 -0.440 -0.552
H 35.84700 38.23500 48.87600 -0.112 2.018 -0.301
C 43.10300 39.49600 45.52000 -3.073 0.424 -4.999
C 42.18600 39.65100 44.32400 4.878 -1.282 3.843
C 40.76400 39.38800 44.59100 -0.820 1.140 -1.586
O 39.94800 39.27100 43.70200 0.088 -0.212 -1.368
C 40.24800 39.32800 45.90200 0.467 -0.810 8.582
C 41.11100 39.21400 47.07400 -2.562 0.984 -4.481
C 42.63700 39.28400 46.89700 -4.689 -0.790 -1.045
O 43.27700 38.93900 47.83200 2.507 -0.133 1.517
H 44.14700 39.28800 45.41600 0.622 0.514 -0.440
H 42.59600 39.69900 43.23900 -0.863 -0.081 2.213
H 39.10400 39.29000 46.24200 2.581 0.009 -1.748
H 40.60500 39.04900 48.04100 0.765 0.248 -0.340


The highest charge belongs to which entry?
C24H52N10O19PS


The lowest charge belongs to which entry?
C24H52N4O14


The highest charge belongs to which entry?
C24H52N10O19PS